Below is C44H59AsGdN10O12S as an isolated structure, with properties calculated with ωB97M-V/def2-TZVPD.

Values from the calculation:
Maximum force in eV/Å: 5.01
Energy relative to the best compared isomer or geometry (same formula, charge and spin) in eV: 0.390
Electronic energy in Ha: -6560.73838
HOMO (spin up / spin down) in Eh: -0.530 / -0.530

```
! wB97M-V def2-TZVPD RIJCOSX def2/J DEFGRID3
* xyz 3 8
O -4.6626 6.8908 2.4182
C -2.5012 -3.9271 1.1616
H -3.2113 5.4045 3.5452
H 7.6120 -0.7808 2.4420
O 1.3940 -1.0734 -2.5117
H 5.2777 3.4919 -1.3258
H -2.7766 -3.9826 0.0768
H 1.3192 3.9289 -2.8174
H -0.1530 -5.5507 -7.3058
H -4.3135 4.4180 -0.5440
N 4.0804 -0.9612 4.3223
H -4.4327 -2.9953 1.6690
N 4.0305 5.0960 -1.3777
C 1.9928 -2.8670 4.1880
H -0.6820 -3.0153 -0.4653
C -0.9574 -3.8434 1.3564
N -4.4569 6.2611 1.3715
H 4.2540 -1.6129 5.0939
H -0.2186 1.3240 -1.5433
H 2.9172 2.2862 -2.5534
H -2.0965 1.2644 -2.6630
C 2.7288 5.3672 -1.9830
C 3.0651 -4.8685 5.2618
H -0.0797 1.5214 -7.1896
N -3.2457 2.0186 -0.5296
C -2.5411 2.5577 1.8417
O 0.9382 0.6634 1.9937
H -4.2464 -3.5229 -3.3175
H 0.7933 2.1156 -0.7025
O -2.1084 1.3364 2.1071
C -3.7379 5.0863 1.4817
N 0.2826 -1.2899 -2.2260
C -6.7779 -1.2825 -4.1092
C 1.4905 -4.6106 7.5478
C -1.3999 -2.7645 -4.8425
C -0.4767 -4.7571 -6.6240
C 4.9132 0.2554 4.3373
H 6.9679 0.8007 4.5252
C -5.9920 -0.1680 -4.2297
C -1.0613 0.3082 -5.7382
H 0.6375 -3.0136 0.3166
H 6.6561 -0.9660 4.4044
Gd -1.0152 -0.1635 0.9685
C -3.0706 4.8153 2.6573
H -3.8917 0.6838 -4.2384
C 6.3783 0.0151 4.0098
H 2.4139 6.3575 -1.5852
O 0.0092 1.3804 -0.5756
C -2.5120 3.5433 2.8270
H 5.9793 -0.3411 1.8854
O -0.3959 2.7210 3.7173
C 0.4121 -3.8329 -6.0385
C -4.6025 -0.2401 -4.1448
C 2.2048 -5.8105 7.3388
C -3.1526 2.9383 0.5592
H 2.6120 3.3151 1.1122
H -1.3180 3.4169 -3.5372
C -0.4848 2.6400 -5.3776
H 2.8896 5.6310 -3.0931
S 3.5442 -0.7147 1.7052
H 2.0707 -6.6076 8.0689
H -3.5327 -1.8373 -0.2586
H 4.5082 0.9315 3.5470
H -0.7819 -1.1722 3.8380
C -0.0618 -2.8456 -5.1879
H -2.6095 -5.2361 -6.8956
H 3.5360 5.9165 0.5073
O -1.9348 3.5363 5.0300
H 0.6566 4.8399 -1.4930
O -1.4201 -0.7964 3.1855
H 7.2145 0.9413 2.3132
H -1.1870 -0.5913 -6.3819
O 0.9811 -2.2193 3.9835
H 1.4129 -3.7647 -6.3490
N 1.9819 3.3024 -0.9089
C -1.5793 1.3214 -3.6130
H 2.9184 -3.1615 2.3997
H -2.8509 -4.8965 1.6720
C -1.6370 0.2048 -4.4552
C -1.8364 -4.6259 -6.3579
C 2.2147 -3.7887 5.3818
As -2.0788 -1.5036 -3.4782
C 6.7786 -0.0350 2.5153
H -3.3246 -3.3450 -5.6079
H 4.7648 0.6884 5.3512
O -3.9356 2.3006 -1.5524
H 0.6890 -2.0471 -4.9173
H -0.7753 -3.4834 2.3526
H 4.6102 4.5041 0.5477
H 3.7479 -6.6900 6.1364
H -3.1233 -2.3605 2.6447
C 4.3239 3.7727 -1.8380
H -0.4878 -4.8186 1.2345
C -3.3507 -2.7022 1.6203
N -3.1474 -1.5418 0.6402
O -4.8818 6.6241 0.2699
C 3.2123 2.6713 -1.5638
C -3.8111 4.1629 0.4001
H 1.1012 -2.5995 6.7193
C 3.6998 4.9316 0.0609
H -6.7317 -3.3974 -3.5383
N -0.3345 -2.8196 0.4564
H -7.8197 -1.1733 -4.3463
H 0.8074 1.1071 2.8087
H -1.7775 0.0772 3.4651
C 3.0198 -5.8921 6.2150
C -2.2692 -3.6328 -5.5240
H 0.8666 -4.5002 8.4374
H 3.6590 -4.9819 4.3338
O -2.5744 0.9408 -0.4876
H 4.6406 3.8917 -2.9307
C -6.1824 -2.4953 -3.7336
C -0.4490 1.4482 -6.1792
H 1.8897 0.2787 1.9344
N 3.2035 -2.8568 3.3621
N -1.5054 3.2743 3.8952
C -4.7862 -2.5841 -3.5452
H -0.0781 3.5547 -5.7629
C -4.0270 -1.4540 -3.8192
C 3.6353 -1.5250 3.1784
H 3.6411 1.8529 -0.9613
H 1.6713 4.6478 0.6624
C -1.1771 2.5940 -4.1683
H -3.7968 -0.8099 0.9848
C 1.5572 4.3660 -1.8469
H -6.4361 0.7678 -4.4131
C 2.4814 4.0156 0.3279
C 1.5754 -3.5726 6.5809
*
```

Atom charges from the Löwdin analysis, given in e for atoms 1 to 6:
1 O 0.12
2 C -0.16
3 H 0.15
4 H 0.09
5 O 0.07
6 H 0.13

=====

Below is a 2-piece molecular cluster, C3H7O4PS overall, with properties calculated with ωB97M-V/def2-TZVPD.

Values from the calculation:
Maximum force in eV/Å: 3.96
Energy relative to the best compared isomer or geometry (same formula, charge and spin) in eV: 3.621
Electronic energy in Ha: -1158.96794
HOMO (spin up / spin down) in Eh: 0.001 / 0.002

```
! wB97M-V def2-TZVPD RIJCOSX def2/J DEFGRID3
* xyz -2 1
H -2.2534 -0.0407 -1.1985
S 0.4171 3.1716 0.1963
H 1.4823 1.4143 -0.7093
O 1.2031 -1.8479 -0.9423
H 0.6717 0.5335 1.7482
H -0.5371 -2.1386 0.0128
P 1.7080 -0.6942 -0.0586
H -0.6837 0.2446 -1.3264
O -1.3560 -1.7865 0.5436
C -1.4693 0.2788 -0.6226
C 0.2618 0.0085 0.9921
O 1.9758 0.6216 -0.9968
H -1.7417 0.1073 1.4568
H -1.5160 1.3116 -0.5737
C -1.1261 -0.3398 0.7274
O 2.9635 -0.8439 0.7511
*
```

Atom charges from the Löwdin analysis, given in e for atoms 1 to 6:
1 H 0.04
2 S -0.47
3 H -0.16
4 O -0.43
5 H -0.03
6 H 0.08

=====

Below is a 2-piece molecular cluster, C4H6N2O overall, with properties calculated with ωB97M-V/def2-TZVPD.

Values from the calculation:
Maximum force in eV/Å: 4.54
Energy relative to the best compared isomer or geometry (same formula, charge and spin) in eV: 4.611
Electronic energy in Ha: -340.62545
HOMO in Eh: -0.288

```
! wB97M-V def2-TZVPD RIJCOSX def2/J DEFGRID3
* xyz 0 1
C -0.4192 -1.2900 0.8632
H 2.2934 -1.0446 -0.9799
O 0.9217 1.4158 1.2101
N 1.6116 -1.6959 -0.6419
N -1.6299 -0.9617 0.5850
H -2.1479 -1.2543 1.3811
C -0.2331 1.6019 -0.9482
H 0.3825 1.5846 -1.7924
H -0.2308 -1.6963 2.0017
H -1.0687 0.9834 -1.1475
C 0.4519 0.9816 0.1842
H -0.5734 2.5379 -0.6613
C 0.6419 -1.1622 -0.0541
*
```

Atom charges from the Löwdin analysis, given in e for atoms 1 to 6:
1 C -0.28
2 H 0.05
3 O 0.08
4 N 0.13
5 N 0.07
6 H 0.03

=====

Below is one molecule with the formula C22H15ClN4O5, with properties calculated with ωB97M-V/def2-TZVPD.

Values from the calculation:
Maximum force in eV/Å: 1.18
Energy relative to the best compared isomer or geometry (same formula, charge and spin) in eV: 0.000
Structure (SMILES): O=C(CCN1C(=O)c2ccccc2C1=O)C1=NN[C@@H]2C(=O)N(c3cccc(Cl)c3)C(=O)[C@H]12
Electronic energy in Ha: -1902.85317
HOMO in Eh: -0.333

```
! wB97M-V def2-TZVPD RIJCOSX def2/J DEFGRID3
* xyz 0 1
C 0.2582 -0.9586 -1.1882
C 3.3134 1.2305 -3.4532
C 3.2362 1.5692 -2.0988
H 0.5061 -3.2037 2.5771
H 3.3802 3.1204 -0.6279
O 2.9802 -0.9138 -4.5625
H 4.0371 4.2529 -4.7092
C 3.6029 2.1789 -4.4110
H -4.0220 -0.3731 0.5816
C 3.7354 3.8223 -2.6402
C -5.7248 -0.0915 1.8508
H -6.4275 -0.0949 1.0323
C -0.0030 -0.2037 1.3283
N 2.8157 -0.6667 -2.2818
C 2.8988 0.3448 -1.3391
N 0.5121 -2.4050 0.7330
C -1.2578 -1.1788 3.1587
H -3.2167 -0.0719 4.7772
Cl -5.8273 0.2724 5.8107
O 2.7388 0.1940 -0.1513
H 2.6890 -2.2451 -0.9611
H 3.6584 1.9110 -5.4545
O -1.5817 -1.8762 4.0818
C 0.1566 -1.0629 2.5792
H 0.5061 -1.9124 -3.0837
C -4.3751 -0.2513 1.5926
N 0.5938 -2.3514 2.0460
H 2.8002 -2.6847 -2.6968
C -6.1839 0.0683 3.1464
C 0.2319 -1.2498 0.2365
C -3.9148 -0.0757 3.9563
H 0.6949 0.6240 1.1998
C 3.8134 3.4863 -3.9825
C -3.4746 -0.2395 2.6499
H 0.8614 -0.7074 3.3340
O -1.9608 1.0923 0.6447
C -5.2718 0.0714 4.1902
O -0.0540 0.1198 -1.6460
C 3.0243 -0.2169 -3.5825
H 3.8988 4.8462 -2.3389
C 3.4450 2.8639 -1.6737
C -1.4366 0.2851 1.3501
H -7.2360 0.1901 3.3490
N -2.0877 -0.3935 2.3934
H 0.4903 -3.0439 -1.6929
C 0.8209 -2.0719 -2.0516
C 2.3558 -1.9993 -1.9719
*
```

Atom charges from the Löwdin analysis, given in e for atoms 1 to 6:
1 C -0.37
2 C -0.07
3 C -0.07
4 H 0.15
5 H 0.12
6 O 0.14